Below is the molecule C4H12OSi2 in a non-equilibrium geometry, with properties calculated with ωB97M-V/def2-TZVPD.

* energy above the lowest of the compared OMol25 structures with the same formula, charge and spin: 174.9 kJ/mol
* LUMO level: 0.031 hartree
* E_HOMO: -9.714 eV
* net charge: 0
* orbital gap: 10.6 eV

Structure (XYZ):
```
19
Properties=species:S:1:pos:R:3:forces:R:3
Si 2.711 0.579 -0.388 0.0 -2.2 -0.3
Si -0.363 0.416 -0.822 -2.5 -2.5 -2.2
O 1.161 0.867 -0.734 0.6 0.2 0.6
C -1.254 1.950 -0.300 1.3 0.0 1.3
C -1.705 2.070 0.953 -1.4 -1.5 0.2
C -1.017 -1.201 0.092 2.9 2.7 2.1
C 0.047 -2.160 0.655 1.7 -1.0 0.3
H -2.094 1.191 1.503 0.4 0.1 -0.5
H -0.681 2.773 -0.710 -0.6 0.7 -0.4
H 3.176 -0.716 -1.039 -0.2 0.3 0.5
H 2.781 0.321 1.092 0.5 0.7 -0.4
H 0.547 -2.803 -0.173 -0.8 1.1 1.4
H -1.951 2.907 1.579 0.5 1.0 -0.4
H -0.512 0.023 -2.370 -0.1 0.6 1.5
H 0.907 -1.596 1.206 -1.4 -0.8 -1.1
H -1.740 -1.631 -0.485 -1.8 -1.3 -1.7
H -1.519 -0.754 0.955 -0.2 -0.2 0.1
H -0.341 -2.888 1.450 0.3 1.0 -1.2
H 3.334 1.516 -1.265 1.0 1.1 0.3
```
Positions in Å, forces in eV/Å.



Below is a cluster of 2 separate species, C4H12S in total, with properties calculated with ωB97M-V/def2-TZVPD.

* energy above the lowest of the compared OMol25 structures with the same formula, charge and spin: 11.1 kJ/mol
* LUMO level: 0.034 hartree
* E_HOMO: -8.502 eV
* net charge: 0
* orbital gap: 9.4 eV

Structure (XYZ):
```
17
Properties=species:S:1:pos:R:3:forces:R:3
S -0.799 -3.832 0.364 0.0 0.0 0.1
C 1.527 2.731 0.313 -0.4 -0.2 0.4
C -0.551 -2.048 0.469 0.1 -0.1 -0.3
C 1.959 3.812 -0.630 0.2 0.3 -0.8
C -2.521 -3.813 -0.170 0.0 0.1 0.2
H 2.054 1.804 0.102 -0.1 -0.2 0.1
H -1.212 -1.558 1.181 -0.1 -0.1 0.1
H 1.721 3.012 1.344 0.3 0.0 0.2
H -0.716 -1.639 -0.526 0.0 0.2 0.0
H 0.449 2.565 0.278 0.0 -0.2 -0.2
H 3.046 3.856 -0.696 0.0 0.3 0.2
H -3.074 -3.175 0.523 -0.2 -0.2 -0.1
H 1.638 3.641 -1.664 -0.2 -0.1 0.2
H -2.650 -3.444 -1.185 0.1 0.1 -0.1
H -2.902 -4.832 -0.122 0.0 0.1 0.1
H 0.480 -1.855 0.760 0.0 -0.1 0.0
H 1.553 4.777 -0.340 0.1 0.2 0.1
```
Positions in Å, forces in eV/Å.



Below is a cluster of 2 separate species, C4H12S in total in a non-equilibrium geometry, with properties calculated with ωB97M-V/def2-TZVPD.

* energy above the lowest of the compared OMol25 structures with the same formula, charge and spin: 39.6 kJ/mol
* LUMO level: 0.032 hartree
* E_HOMO: -9.082 eV
* net charge: 0
* orbital gap: 10.0 eV

Structure (XYZ):
```
17
Properties=species:S:1:pos:R:3:forces:R:3
S 0.861 1.233 1.070 -0.1 0.2 -0.1
C 1.069 -1.410 2.061 -0.7 0.5 0.3
C -1.660 0.222 -1.152 -0.9 0.2 0.5
C 1.431 -0.470 0.904 1.0 -0.5 -0.4
C -1.167 1.129 -2.287 0.6 -1.3 0.5
H 2.485 -0.512 0.610 0.1 0.3 0.6
H -0.948 -0.542 -0.843 0.0 0.0 -0.2
H 0.523 -0.825 2.801 -0.3 -0.1 -0.1
H -0.415 1.843 -1.971 -0.3 0.5 0.2
H 1.005 -0.813 -0.039 -0.5 0.0 0.2
H -1.991 0.726 -0.236 0.4 0.4 -0.2
H -0.581 0.478 -2.941 -0.4 0.1 -0.5
H 0.385 -2.157 1.668 0.0 -0.3 0.3
H 1.851 -1.878 2.664 0.4 0.0 -0.7
H -2.025 1.546 -2.799 0.2 0.4 -0.2
H 1.769 1.698 1.939 0.1 -0.2 0.0
H -2.591 -0.268 -1.448 0.2 -0.3 -0.3
```
Positions in Å, forces in eV/Å.



Below is a cluster of 2 separate species, C4H12S2 in total in a non-equilibrium geometry, with properties calculated with ωB97M-V/def2-TZVPD.

* energy above the lowest of the compared OMol25 structures with the same formula, charge and spin: 190.4 kJ/mol
* LUMO level: 0.030 hartree
* E_HOMO: -8.478 eV
* net charge: 0
* orbital gap: 9.3 eV

Structure (XYZ):
```
18
Properties=species:S:1:pos:R:3:forces:R:3
S -2.346 0.507 0.459 1.3 -1.2 0.6
S 3.041 0.975 -0.185 -0.7 0.2 -0.9
C -1.086 -0.514 1.604 -1.0 1.0 0.4
C -2.562 -0.557 -1.073 -1.1 -2.1 3.0
C 1.599 1.256 0.878 -0.1 -2.9 0.4
C 2.119 -0.044 -1.393 1.8 -2.1 0.1
H 1.855 0.816 1.930 -1.0 0.7 -2.0
H -1.595 -1.035 -1.230 -0.4 -0.3 -0.2
H 1.110 0.154 -1.660 -0.7 1.2 -0.1
H -1.677 -1.399 1.914 0.6 0.4 -0.2
H 2.692 -0.274 -2.299 0.1 0.7 0.0
H -0.897 0.123 2.609 -0.3 -1.3 -2.7
H -2.759 0.123 -1.819 -0.3 1.5 -1.8
H -0.145 -0.785 1.028 -1.4 0.4 1.0
H 0.771 0.729 0.265 1.2 0.8 1.9
H -3.504 -1.282 -0.996 2.4 1.3 0.0
H 1.302 2.258 0.936 -0.1 1.5 0.2
H 2.081 -1.052 -0.967 -0.2 0.0 0.3
```
Positions in Å, forces in eV/Å.



Below is a structure of composition C4H13ClSi2 in a non-equilibrium geometry, with properties calculated with ωB97M-V/def2-TZVPD.

* energy above the lowest of the compared OMol25 structures with the same formula, charge and spin: 230.2 kJ/mol
* LUMO level: 0.011 hartree
* E_HOMO: -8.402 eV
* net charge: 0
* orbital gap: 8.7 eV

Structure (XYZ):
```
20
Properties=species:S:1:pos:R:3:forces:R:3
Cl -0.702 3.423 2.111 -1.1 0.1 0.2
Si -0.029 -0.605 -0.135 -0.1 -0.4 -0.4
Si 0.648 2.749 0.797 2.8 -4.2 1.6
C 1.451 0.386 0.452 -2.0 2.7 -0.3
C -0.390 -0.141 -1.942 1.4 -1.7 -0.4
C -1.718 -0.336 0.681 2.9 -0.6 3.3
C 0.443 -2.462 0.036 -3.3 0.1 1.8
H -1.349 0.228 -2.196 -1.3 -0.1 0.0
H -2.081 0.561 0.382 -1.1 3.0 -1.1
H 0.398 2.854 -0.575 -0.3 1.1 -1.4
H 1.684 0.122 1.494 0.9 0.2 -0.7
H 1.170 -2.725 -0.625 2.1 -0.8 -2.1
H -0.145 -1.061 -2.536 -0.6 0.5 0.3
H 2.191 0.698 -0.380 -0.8 -0.7 1.9
H 1.870 2.912 1.656 -0.1 0.7 -1.0
H -2.432 -1.039 0.423 -1.3 -1.8 -0.5
H 0.852 -2.691 1.022 0.0 0.3 0.2
H 0.260 0.569 -2.406 0.9 0.7 0.1
H -1.694 -0.243 1.820 0.1 -0.4 -1.3
H -0.429 -3.196 -0.080 1.0 1.1 0.0
```
Positions in Å, forces in eV/Å.



Below is a cluster of 3 separate species, C4H13N2 in total in a non-equilibrium geometry, with properties calculated with ωB97M-V/def2-TZVPD.

* energy above the lowest of the compared OMol25 structures with the same formula, charge and spin: 773.1 kJ/mol
* LUMO level: -0.320 hartree
* E_HOMO: -13.371 eV
* net charge: +1
* orbital gap: 4.7 eV

Structure (XYZ):
```
19
Properties=species:S:1:pos:R:3:forces:R:3
N -1.267 -0.920 0.677 -0.7 0.1 -0.9
N -3.491 -1.547 -2.002 0.0 0.3 0.1
C -1.070 0.152 -0.187 0.5 2.2 -1.2
C 1.550 0.533 0.060 -0.5 0.4 -0.1
C 2.816 -0.220 -0.005 0.1 -0.4 -0.9
C 0.405 -0.150 -0.282 0.4 -2.4 1.5
H -1.971 -0.652 1.391 1.1 0.3 0.8
H -3.843 -2.483 -1.870 -0.1 -0.1 0.0
H 1.479 1.610 0.199 0.3 -0.1 0.4
H 2.651 -1.220 0.419 0.2 0.3 0.2
H 0.578 -1.220 -0.382 0.0 0.1 -0.7
H 3.731 0.258 0.331 -0.3 0.2 0.4
H 3.030 -0.479 -1.062 -0.2 0.2 0.1
H -1.182 1.165 0.225 -0.7 -0.2 0.1
H 1.866 3.984 3.717 -0.4 0.1 -0.9
H -2.653 -1.453 -1.447 0.0 -0.3 -0.1
H 2.140 3.914 4.375 0.4 -0.1 0.9
H -3.230 -1.455 -2.975 0.0 0.0 -0.1
H -1.539 0.184 -1.182 -0.2 -0.6 0.1
```
Positions in Å, forces in eV/Å.



Below is the ion C4H13N2 with charge +2 in a non-equilibrium geometry, with properties calculated with ωB97M-V/def2-TZVPD.

* energy above the lowest of the compared OMol25 structures with the same formula, charge and spin: 129.4 kJ/mol
* LUMO level (alpha / beta): -0.281 / -0.468 hartree
* 2S+1: 2
* E_HOMO (alpha / beta): -20.825 / -20.827 eV
* expectation value of S²: 0.7545
* net charge: +2
* orbital gap (alpha / beta): 13.2 / 8.1 eV

Structure (XYZ):
```
19
Properties=species:S:1:pos:R:3:forces:R:3
N -0.955 1.734 0.286 -0.3 1.1 -0.7
N 0.260 -0.872 1.676 -0.7 1.9 -0.7
C 0.785 0.249 -1.076 -1.5 0.8 -0.4
C 0.065 -1.790 0.446 0.0 -0.6 -0.2
C 0.001 1.599 -0.769 0.8 0.0 0.5
C -0.086 -1.077 -0.956 2.5 1.7 1.0
H 0.160 0.142 1.467 -0.2 -0.7 -0.2
H 1.696 0.313 -0.455 -0.2 -0.3 -0.5
H -0.577 1.994 -1.644 -0.3 -0.4 -0.3
H 1.012 0.395 -2.159 0.4 -0.2 1.0
H -0.499 -1.052 2.351 0.8 -0.3 0.3
H 0.838 -2.563 0.649 -0.5 0.5 -1.0
H 0.711 2.435 -0.665 0.0 -0.3 0.2
H -0.915 -2.225 0.623 0.2 -0.4 0.2
H -1.045 2.719 0.599 -0.1 -0.6 0.2
H -1.831 1.195 0.400 0.6 -0.1 -0.1
H -1.106 -0.723 -1.000 -0.4 -0.6 -0.6
H 1.197 -0.857 2.081 0.0 -0.9 0.4
H 0.289 -1.616 -1.856 -1.0 -0.5 1.1
```
Positions in Å, forces in eV/Å.



Below is a cluster of 2 separate species, C4H13N2O in total, with properties calculated with ωB97M-V/def2-TZVPD.

* energy above the lowest of the compared OMol25 structures with the same formula, charge and spin: 74.9 kJ/mol
* LUMO level: 0.153 hartree
* E_HOMO: -2.594 eV
* net charge: -1
* orbital gap: 6.8 eV

Structure (XYZ):
```
20
Properties=species:S:1:pos:R:3:forces:R:3
O -0.238 0.633 0.144 0.0 0.1 0.0
N -0.046 3.122 -2.632 0.0 0.1 -0.1
N 1.064 -3.349 1.641 0.1 -0.1 0.1
C 0.524 -1.994 1.420 0.0 0.1 0.0
C -0.475 1.788 -0.492 -0.1 -0.1 0.1
C -0.960 -1.955 1.723 0.0 0.0 0.0
C 0.215 1.890 -1.866 0.0 0.1 0.0
H -1.321 -0.941 1.546 0.1 0.0 0.0
H -0.161 2.710 0.079 0.1 0.1 0.0
H 1.046 -1.294 2.074 0.0 -0.1 0.1
H 0.679 -1.605 0.414 0.0 0.0 -0.1
H 0.639 -3.989 0.979 -0.1 0.0 0.0
H -1.150 -2.268 2.753 0.0 0.0 0.0
H 2.057 -3.372 1.437 0.0 0.1 0.0
H -1.044 3.211 -2.795 0.0 -0.1 0.1
H -1.504 -2.633 1.053 0.0 0.0 0.0
H -1.568 1.990 -0.708 0.0 0.0 0.0
H 0.198 3.919 -2.050 0.0 0.0 0.0
H 1.296 1.806 -1.728 0.0 -0.1 0.0
H -0.109 1.031 -2.460 0.0 0.0 0.0
```
Positions in Å, forces in eV/Å.